A single C5H6S2 molecule at a distorted geometry, computed with ωB97M-V/def2-TZVPD.

Last column: Löwdin charge in e.
Atoms and positions in Å:
1 C -3.2134 -1.0590 -0.6877  0.123
2 C -2.4172 -0.2894 -0.2290  -0.133
3 C -1.2193 0.4325 -0.1458  -0.159
4 C -0.0491 -0.0228 0.3620  -0.191
5 C 1.0040 1.0087 0.5125  -0.507
6 S 2.3990 0.5553 -0.6996  0.377
7 S 3.3564 -0.9515 0.3015  0.294
8 H -4.1712 -1.4664 -0.6809  0.014
9 H -1.2567 1.4625 -0.1916  0.072
10 H -0.1300 -1.0973 0.5476  0.121
11 H 0.5785 1.9667 0.0441  0.090
12 H 1.4848 1.2401 1.5544  0.111
13 H 3.6341 -1.7795 -0.6877  -0.213

Force components x, y, z for each atom (eV/Å):
C -1.04 0.24 0.80
C 1.24 -0.38 -1.29
C 1.35 -0.80 2.09
C -2.51 0.10 -0.42
C 1.63 0.36 -0.07
S -0.47 0.93 0.18
S 0.30 0.14 1.18
H -0.85 -0.91 -0.48
H -0.56 2.18 -0.72
H 1.35 0.29 0.39
H 0.96 -1.22 0.90
H -1.10 -0.67 -1.92
H -0.30 -0.27 -0.64

Its structure (SMILES) is C#C/C=C/CSS. The gap between HOMO and LUMO comes out at 0.32015 Eh. The value obtained for the total energy is -26949.0776 eV. As for the net charge: 0. Its energy above the lowest of the compared OMol25 structures with the same formula, charge and spin is 274.7 kJ/mol.